Below is 16 unconnected molecules or ions with the total composition C20H37Cl30N2O2, with properties calculated with ωB97M-V/def2-TZVPD.

Last column: Löwdin charge in e.
Positions of all 91 atoms, in Å:
O  2.54276  -3.83050  -0.96991  0.0535
C  2.90654  -2.74932  -1.52744  -0.3450
O  4.11572  -2.15413  -1.07005  0.0450
C  2.04706  -2.00444  -2.67559  0.0094
C  0.53856  -1.87816  -2.11388  -0.1190
N  -0.13630  -0.61346  -2.36992  0.0843
C  -1.48692  -0.73021  -1.73862  -0.0225
C  -1.54838  -2.13358  -1.09269  -0.0030
N  -0.26173  -2.82405  -1.38452  0.1291
H  4.01697  -1.17191  -0.97569  0.1335
H  2.11937  -2.50226  -3.70299  0.1380
H  2.45389  -0.91851  -2.71043  0.0569
H  0.22215  0.22125  -2.89172  0.0697
H  -2.31141  0.06131  -1.73843  0.1134
H  -2.43018  -2.54256  -0.50169  0.1132
H  0.01195  -3.78090  -1.11587  0.1311
C  -2.16068  1.87688  -4.43606  -0.9925
Cl  -1.15768  2.37360  -3.06256  0.5468
Cl  -1.41492  0.54276  -5.31979  0.5545
H  -3.13397  1.55645  -4.06614  0.0251
H  -2.28342  2.72370  -5.10999  0.0286
C  -4.72428  -0.40117  -7.12969  -1.0505
Cl  -4.46529  1.32451  -6.83694  0.5211
Cl  -6.24158  -0.68163  -7.98896  0.5201
H  -3.89954  -0.78556  -7.73133  -0.0971
H  -4.75761  -0.92152  -6.17284  0.0316
C  0.16468  -4.47825  2.08061  -1.0050
Cl  0.42204  -2.75256  2.35904  0.5114
Cl  -1.35994  -4.76258  1.22984  0.5271
H  0.98503  -4.86462  1.47591  0.0292
H  0.13797  -4.99510  3.03965  -0.0654
C  0.88484  0.94968  2.83506  -1.1210
Cl  0.35122  0.47212  1.21786  0.4709
Cl  2.63648  0.78051  3.00111  0.5042
H  0.61074  1.98968  3.00629  0.0196
H  0.39673  0.31484  3.57027  -0.0779
C  2.09598  0.64498  -5.37230  -1.0288
Cl  3.08046  1.14880  -3.99336  0.5480
Cl  2.84453  -0.70231  -6.23651  0.5421
H  1.12087  0.33048  -5.00926  -0.0694
H  1.98571  1.48690  -6.05476  0.0399
C  7.41000  -3.05502  0.11935  -1.0964
Cl  7.82394  -4.40450  -0.94593  0.5091
Cl  8.81657  -2.02805  0.42441  0.5035
H  6.63089  -2.45764  -0.35231  -0.0036
H  7.04834  -3.45031  1.06762  -0.0820
C  -3.48626  5.52919  -1.24161  -1.0937
Cl  -3.79735  3.86208  -0.73569  0.4642
Cl  -2.95674  5.59528  -2.92834  0.5006
H  -4.40021  6.10770  -1.13633  -0.0737
H  -2.70645  5.95193  -0.60928  0.0231
C  6.30234  -2.05994  3.93659  -0.9728
Cl  5.49430  -2.66511  2.48475  0.5774
Cl  7.84889  -2.87594  4.19299  0.5534
H  6.48026  -0.99115  3.82325  0.0347
H  5.66078  -2.23755  4.79888  0.0333
C  -6.61019  6.36373  1.06598  -0.9656
Cl  -7.12561  5.93605  -0.56879  0.4903
Cl  -4.85797  6.20472  1.24478  0.5616
H  -6.89442  7.39628  1.26798  0.0139
H  -7.10057  5.70007  1.77704  0.0352
C  -2.95878  -2.86714  -10.38262  -0.9904
Cl  -4.56772  -3.50479  -10.02884  0.5175
Cl  -2.39989  -1.79138  -9.09378  0.5540
H  -2.26105  -3.69836  -10.47658  0.0306
H  -2.99634  -2.30914  -11.31737  0.0340
C  -1.39210  -7.36537  5.22317  -1.0006
Cl  -2.71175  -6.20677  5.02405  0.5075
Cl  0.17159  -6.61909  4.86902  0.5473
H  -1.38776  -7.72428  6.25164  0.0316
H  -1.54808  -8.20047  4.54141  0.0316
C  -1.43461  1.43604  5.85021  -0.9855
Cl  -1.97087  0.95907  4.23345  0.5629
Cl  0.31769  1.26752  6.01727  0.5502
H  -1.70789  2.47642  6.02154  0.0042
H  -1.92331  0.80017  6.58739  0.0384
C  1.14206  4.27932  7.95413  -1.0382
Cl  -0.46596  3.65098  8.33650  0.5119
Cl  1.72202  5.36388  9.22232  0.5202
H  1.83456  3.44371  7.85853  0.0172
H  1.09334  4.82766  7.01410  0.0299
C  9.43072  -4.17180  7.24556  -1.0578
Cl  10.23459  -3.33831  8.58100  0.5035
Cl  8.57302  -5.60920  7.81402  0.4977
H  8.71512  -3.49216  6.78340  -0.0295
H  10.17955  -4.47247  6.51359  0.0283
C  -7.68503  9.46865  -1.90384  -0.9920
Cl  -5.99613  8.97215  -1.73218  0.5000
Cl  -8.73533  8.57018  -0.80012  0.4997
H  -7.76446  10.53174  -1.68012  0.0306
H  -8.00622  9.28229  -2.92789  0.0323

Cartesian forces (eV/Å) of the 6 atoms listed first:
O 1.27 4.65 -2.91
C -0.27 -2.98 2.46
O -2.58 0.01 -0.88
C -0.25 0.54 1.96
C -0.80 1.02 -0.50
N -2.04 -4.85 3.02

Calculated values
Net charge   +1

***

Below is a molecular structure, C20H37Cl4F3InN5O8S2, with properties calculated with ωB97M-V/def2-TZVPD.

Last column: Löwdin charge in e.
Positions of all 80 atoms, in Å:
In  -27.19216  -16.62725  15.97475  1.1047
N  -25.05412  -17.59574  14.31196  -0.2579
S  -24.88109  -18.01799  12.91208  0.3754
O  -24.77612  -19.41589  12.53989  -0.2532
O  -24.23529  -17.10737  12.00921  -0.2410
F  -26.49840  -17.75662  12.65859  -0.2422
S  -23.48010  -18.18274  14.73324  0.5404
O  -22.36607  -17.74366  13.96297  -0.3186
O  -23.37995  -19.53317  15.34123  -0.2805
F  -23.40263  -17.30799  16.04220  -0.1848
C  -20.04097  -14.77229  9.78587  0.0331
C  -19.63736  -15.90701  10.67193  -0.4552
O  -18.42748  -16.21938  10.60098  0.1469
N  -20.51973  -16.70367  11.27911  0.1268
C  -20.06901  -17.90419  11.93282  -0.0283
H  -20.38925  -15.12016  8.81335  0.1064
H  -19.31015  -13.98794  9.58888  0.1062
H  -20.88382  -14.37575  10.35197  0.0868
H  -21.51550  -16.57593  11.16862  0.1577
H  -19.08625  -18.30202  11.67985  0.1077
H  -20.66924  -18.81278  11.88490  0.0994
H  -20.17335  -17.71480  13.00115  0.0682
C  -24.41350  -20.54618  18.17619  0.0215
C  -24.93926  -19.14985  18.59181  -0.5860
O  -25.52663  -18.45677  17.82052  -0.0510
N  -24.84787  -18.86401  19.85317  0.0317
C  -25.57053  -17.78571  20.45764  -0.0518
H  -24.23072  -21.19588  19.03209  0.0782
H  -23.49239  -20.44617  17.60204  0.0615
H  -25.08607  -21.06339  17.49191  0.0802
H  -24.20692  -19.40364  20.41717  0.1537
H  -25.42652  -17.63387  21.52737  0.1005
H  -26.60206  -17.95021  20.14623  0.0936
H  -25.44290  -16.78007  20.05704  0.0862
C  -26.32236  -14.50555  11.70119  0.0231
C  -25.65009  -14.19599  13.04112  -0.5214
O  -26.10687  -14.78081  14.01710  -0.1008
N  -24.59710  -13.39291  13.04326  0.0424
C  -23.69230  -13.19190  14.10485  -0.0601
H  -27.37908  -14.23848  11.71071  0.0916
H  -26.31858  -15.59133  11.60555  0.0588
H  -25.85629  -13.93384  10.89866  0.0828
H  -24.44153  -12.75108  12.27910  0.1539
H  -23.01071  -12.36844  13.89165  0.1006
H  -23.08371  -14.07643  14.29278  0.0905
H  -24.14021  -12.98878  15.07758  0.1002
C  -30.72726  -19.91143  14.20508  0.0204
C  -29.21159  -19.84490  14.24257  -0.5119
O  -28.59579  -18.97344  14.82053  -0.0483
N  -28.65286  -20.99892  13.80315  0.0623
C  -27.26642  -21.33592  13.85928  -0.0380
H  -31.08384  -20.65200  13.48920  0.0778
H  -31.01293  -18.94746  13.78405  0.0886
H  -31.20784  -20.15912  15.15154  0.1019
H  -29.27828  -21.67325  13.38572  0.1504
H  -26.87805  -20.95554  14.80405  0.1063
H  -26.87322  -20.79017  13.00158  0.0915
H  -27.01769  -22.39207  13.75538  0.0903
C  -29.34947  -18.18825  10.31307  -0.9711
Cl  -30.93870  -18.99284  10.21331  0.4971
Cl  -28.08750  -19.22378  9.53559  0.4708
H  -29.56341  -17.29661  9.72374  0.0247
H  -29.06707  -18.03484  11.35462  0.0079
C  -20.09620  -16.57662  17.40985  -0.9911
Cl  -20.46428  -14.84299  17.08602  0.4885
Cl  -20.25645  -17.55294  15.97807  0.5944
H  -19.10298  -16.67592  17.84777  0.0382
H  -20.82993  -16.91545  18.14125  0.0264
F  -24.84918  -22.55409  13.22606  0.1700
C  -23.78070  -22.89303  12.57916  -0.2409
C  -22.61534  -22.38439  12.98367  0.0677
C  -21.43308  -22.72148  12.26046  0.0058
C  -21.53086  -23.46940  11.12236  0.0110
C  -22.78346  -23.95000  10.65832  0.0035
C  -23.92394  -23.68637  11.39433  0.0758
H  -22.57379  -21.61642  13.74190  0.1281
H  -20.46887  -22.29210  12.48926  0.1268
H  -20.65507  -23.59819  10.50366  0.1329
H  -22.83604  -24.48849  9.72363  0.1282
H  -24.92956  -23.99603  11.15093  0.1359

Cartesian forces (eV/Å) of the 6 atoms listed first:
In 0.25 -0.22 -0.19
N 4.07 -0.82 5.06
S -5.16 -0.84 -9.06
O 0.67 0.67 0.96
O 0.13 -0.15 0.42
F 0.81 -0.13 -0.65

Calculated values
Energy above the lowest of the compared OMol25 structures with the same formula, charge and spin   2.277 eV
Net charge   +2

***

Below is a molecular structure, C20H37ClLaN2O8P, with properties calculated with ωB97M-V/def2-TZVPD.

Last column: Löwdin charge in e.
Positions of all 70 atoms, in Å:
C  2.15470  4.36138  1.37600  -0.0986
C  1.76742  3.07350  0.38139  -0.2176
N  0.30508  3.24292  0.04467  -0.1249
C  -0.60239  2.33383  0.83645  -0.1360
C  -0.81761  0.82709  0.14311  -0.1206
N  -1.31376  -0.22591  1.05890  -0.1165
C  -0.36152  -0.71467  2.09986  -0.1537
C  0.77747  -1.72898  1.41013  -0.1510
C  0.12509  -3.07305  0.73555  -0.2010
C  1.15290  -3.85759  -0.31897  -0.1698
C  0.44272  -3.80389  -1.82809  -0.2121
C  0.47164  -2.30997  -2.50933  -0.2053
C  1.94871  -2.11036  -3.25839  -0.1771
C  2.87643  -1.07947  -2.35434  -0.1890
C  4.46526  -1.52280  -2.27534  -0.2112
O  5.31502  -0.48820  -1.66099  -0.2401
C  4.84788  -0.10664  -0.31907  -0.1305
C  -2.75187  -0.25607  1.40289  -0.3507
C  -3.16367  0.15839  2.93799  -0.1833
C  -2.65485  1.62512  3.44249  -0.5531
O  -1.41497  1.67290  4.00495  -0.0380
Cl  -3.59138  3.22130  3.40198  0.6897
C  -3.19304  -1.87035  1.27060  -0.4222
O  -3.39386  -2.68383  2.30559  -0.3947
O  -3.41954  -2.47276  -0.08541  -0.0051
P  -3.97042  0.63751  0.24033  0.7985
O  -3.98789  2.20811  0.32887  -0.3117
O  -3.82790  0.21299  -1.44849  -0.1553
O  -5.59268  0.10198  0.72810  -0.2871
C  0.02300  3.24952  -1.43471  -0.2967
C  -1.37371  4.00353  -1.92427  -0.0201
O  0.74877  2.67425  -2.39898  -0.0344
H  2.79988  5.17887  0.79535  0.0942
H  1.15338  4.93513  1.67936  0.0851
H  2.65804  4.02984  2.37883  0.0742
H  2.50288  3.16177  -0.52987  0.1317
H  2.03371  2.05544  0.92203  0.1153
H  -1.60473  2.84018  1.15936  0.0972
H  -0.01640  2.10284  1.85139  0.1233
H  0.29767  0.51752  -0.16243  0.1456
H  -1.36874  0.90266  -0.91422  0.1484
H  0.26363  0.10272  2.66319  0.1347
H  -0.85026  -1.38605  2.95819  0.1427
H  1.42979  -2.10569  2.33535  0.1398
H  1.52951  -1.14717  0.71490  0.0946
H  -0.19383  -3.89672  1.53281  0.1213
H  -0.83900  -2.83480  0.11041  0.0752
H  1.29379  -4.98669  -0.04057  0.1149
H  2.19038  -3.31602  -0.28082  0.1043
H  0.93629  -4.60422  -2.55358  0.1226
H  -0.69683  -4.13139  -1.69505  0.1086
H  -0.36134  -2.28489  -3.36150  0.1168
H  0.21246  -1.43902  -1.76558  0.0893
H  2.49439  -3.12772  -3.47402  0.1189
H  1.72415  -1.53666  -4.27121  0.1196
H  2.41354  -1.08178  -1.27673  0.0552
H  2.83896  0.03752  -2.73790  0.1340
H  4.82915  -1.62701  -3.40549  0.1495
H  4.59492  -2.56585  -1.72603  0.1351
H  4.22496  -1.00247  0.16217  0.0875
H  5.71454  0.14224  0.44408  0.1107
H  4.11465  0.82597  -0.32429  0.0854
H  -2.78559  -0.61836  3.76241  0.1408
H  -4.35096  0.14709  3.04414  0.0285
H  -4.71678  -0.02886  -1.85118  0.1202
H  -6.24214  0.86727  0.65932  0.1276
H  -1.96543  4.30994  -0.95199  0.0767
H  -1.15926  4.97932  -2.53331  0.1044
H  -2.05941  3.23678  -2.50732  0.0954
La  -5.03103  -1.95152  2.85632  2.3498

Cartesian forces (eV/Å) of the 6 atoms listed first:
C -0.68 0.60 0.11
C 1.87 1.02 0.98
N 0.17 -1.81 -2.46
C 0.23 -0.74 1.49
C 2.17 1.59 -1.77
N -2.16 0.71 0.95

Calculated values
Net charge   +2

***

Number 1: total energy -14849.6501 Eh. Number 2: total energy -4786.0246 Eh. Number 3: total energy -2327.6994 Eh.